No. 1
# C2H3BrO

2 unconnected molecules or ions with the total composition C2H3BrO in a non-equilibrium geometry (ωB97M-V/def2-TZVPD, the Open Molecules 2025 dataset).

Last column: natural (NBO) charge in e.
Geometry (Å):
C -0.37969 0.48408 0.51884  0.0527
C 0.68676 0.82260 -0.13354  -0.5003
O -0.57361 -2.16487 -0.09352  -0.8981
Br -1.67532 0.57119 1.65356  0.3933
H 1.38547 0.29325 -0.77675  0.2878
H 1.15598 1.91131 -0.23268  0.2624
H -0.59959 -1.91756 -0.93593  0.4022

Its orbital gap (spin up / spin down) is 6.62 / 6.62 eV. The net charge is 0. Its max |F| is 0.123 hartree/bohr. The value obtained for the electronic energy is -74205.902 eV.

No. 2
# C3H9PS3

2 unconnected molecules or ions with the total composition C3H9PS3 in a non-equilibrium geometry (ωB97M-V/def2-TZVPD, the Open Molecules 2025 dataset).

Last column: natural (NBO) charge in e.
Geometry (Å):
C 0.61033 -0.44979 2.10527  -0.7124
C -0.60412 2.49512 -2.26993  -0.7492
C 1.29730 -1.01869 0.95991  -0.3395
P 1.43909 1.01517 -0.53139  0.6583
S 2.59684 1.09999 -2.00458  -0.4530
S 1.46582 2.55044 1.14030  -0.3201
S -0.71336 1.12323 -1.09410  -0.0714
H 1.17141 0.30288 2.62038  0.2298
H -0.27113 0.09919 1.65510  0.2397
H 0.01705 -1.05974 2.82574  0.2489
H -0.44625 2.29224 -3.27762  0.2212
H 0.31517 3.14887 -2.01353  0.2307
H -1.42889 3.18290 -2.21892  0.2320
H 0.80914 -1.40918 0.05959  0.2265
H 2.41095 -1.17890 1.04366  0.2145
H 2.43013 1.76348 1.79921  0.1440

Its orbital gap is 7.69 eV. The net charge is 0. Its max |F| is 0.078 hartree/bohr. The value obtained for the electronic energy is -45050.020 eV.

No. 3
# C40H53BrGe2MgN3O2

A molecular structure, C40H53BrGe2MgN3O2 (ωB97M-V/def2-TZVPD, the Open Molecules 2025 dataset).

Last column: Löwdin charge in e.
Geometry (Å):
Mg 0.78744 0.06244 0.39030  0.5923
C -4.14132 3.37991 4.12935  -0.0305
C -2.66118 3.68534 4.40656  -0.5534
C -2.43694 5.19258 4.28445  -0.0563
C -2.29597 3.24617 5.83334  -0.0300
C -1.80600 2.90146 3.42070  -0.1248
C -0.90284 3.50028 2.55286  0.0300
C -0.17008 2.71277 1.68478  -0.0987
N -0.27262 1.38485 1.64846  0.0397
C -1.12325 0.78176 2.49701  -0.2353
C -1.89757 1.50972 3.37475  0.0536
C -1.10678 -0.71200 2.48068  -0.2216
C -2.00147 -1.47023 3.21639  0.0652
C -1.91278 -2.85651 3.22927  -0.1303
C -0.86590 -3.42422 2.50236  0.0196
C -0.02544 -2.61477 1.77241  -0.0902
N -0.14839 -1.28206 1.73543  0.0443
C -2.90500 -3.74305 3.96892  -0.5512
C -2.13819 -4.64548 4.94767  -0.0315
C -3.63887 -4.60545 2.92973  -0.0270
C -3.93708 -2.92954 4.75006  -0.0553
H -4.76650 3.94395 4.82202  0.0943
H -4.36971 2.32131 4.25960  0.0800
H -4.41342 3.66678 3.11196  0.0943
H -3.07890 5.70877 4.99794  0.0937
H -2.68929 5.55992 3.28802  0.0926
H -1.40472 5.46558 4.51104  0.0916
H -2.89865 3.80409 6.55072  0.0945
H -1.24353 3.44470 6.04376  0.0954
H -2.48194 2.18361 5.99632  0.0810
H -0.76147 4.57032 2.53260  0.1174
H 0.53316 3.16196 0.99563  0.1202
H -2.56676 1.00155 4.05311  0.1132
H -2.78376 -0.97947 3.77320  0.1045
H -0.71257 -4.49399 2.48244  0.1246
H 0.78142 -3.04432 1.19325  0.1238
H -1.43021 -5.29631 4.43424  0.0812
H -2.84331 -5.28018 5.48516  0.0942
H -1.58823 -4.04972 5.67824  0.0959
H -2.94822 -5.23727 2.36987  0.0863
H -4.18256 -3.98083 2.21832  0.0830
H -4.35551 -5.25533 3.43315  0.0954
H -3.46418 -2.29562 5.50335  0.0920
H -4.61089 -3.60978 5.27018  0.0941
H -4.54492 -2.30632 4.09067  0.0909
C -3.74154 2.68724 -1.49063  -0.1658
C -2.59303 2.11854 -0.65290  -0.3639
Ge -1.22202 1.23516 -1.77493  0.8659
C 0.33099 2.41516 -2.00587  -0.3589
C -0.10476 3.68932 -2.73705  -0.1570
C -2.02727 0.64628 -3.44489  -0.2196
C -2.09696 -0.69619 -3.44626  -0.3295
Ge -1.30753 -1.27913 -1.73107  0.9269
C -2.70244 -1.93764 -0.49322  -0.3361
C -3.50962 -3.14198 -0.98698  -0.1547
C 0.33238 -2.37412 -1.81443  -0.3493
C 0.19267 -3.78951 -2.38075  -0.1517
C -2.68548 -1.54953 -4.50442  -0.2299
C -2.69686 -2.93687 -4.37653  -0.0656
C -3.24624 -3.74969 -5.35627  -0.0682
C -3.79898 -3.18022 -6.49303  -0.0787
C -3.79634 -1.79922 -6.63894  -0.0714
C -3.24660 -0.99396 -5.65701  -0.0310
H -4.48546 3.17890 -0.86096  0.0682
H -4.24610 1.90327 -2.05635  0.0654
H -3.37982 3.42406 -2.21021  0.0653
H -2.96974 1.38662 0.06638  0.0449
H -2.10950 2.91135 -0.07958  0.0408
H 1.09741 1.86921 -2.55430  0.0657
H 0.76914 2.66686 -1.03660  0.0321
H -0.53356 3.45308 -3.71196  0.0690
H 0.74241 4.35636 -2.90153  0.0741
H -0.85718 4.24246 -2.17009  0.0621
H -2.41260 1.26190 -4.25472  0.0615
H -3.36748 -1.08363 -0.33790  0.0594
H -2.24504 -2.16375 0.46901  0.0182
H -4.02931 -2.92098 -1.91772  0.0635
H -4.26364 -3.43159 -0.25135  0.0597
H -2.87372 -4.01255 -1.15918  0.0606
H 0.74459 -2.42658 -0.80379  0.0172
H 1.04857 -1.79107 -2.39273  0.0654
H -0.55519 -4.37923 -1.84628  0.0592
H 1.14375 -4.31971 -2.30960  0.0753
H -0.08745 -3.76449 -3.43270  0.0631
H -2.26913 -3.38480 -3.48900  0.0686
H -3.24204 -4.82481 -5.23311  0.1073
H -4.22921 -3.80780 -7.26212  0.1060
H -4.22454 -1.34866 -7.52480  0.1071
H -3.25038 0.08039 -5.78742  0.1036
Br 1.77366 0.34484 4.16949  0.8534
C 3.13950 0.29513 2.85596  -0.6929
C 4.44566 0.34490 3.30912  -0.0984
C 5.46217 0.30667 2.36914  -0.0183
C 5.13062 0.22056 1.02916  0.0243
C 3.79537 0.17750 0.67955  -0.1590
N 2.79298 0.21483 1.57653  0.0548
C 3.39138 0.07694 -0.78643  -0.5757
O 4.25471 0.03229 -1.63113  0.1029
O 2.11391 0.04339 -0.96731  -0.1354
H 4.64679 0.41029 4.36775  0.1040
H 6.49573 0.34313 2.68678  0.1226
H 5.86937 0.18452 0.24204  0.1302

Its orbital gap is 7.14 eV. The net charge is +1. Its max |F| is 0.013 hartree/bohr. The value obtained for the electronic energy is -239424.116 eV.

No. 4
# C7H12O

A single C7H12O molecule in a non-equilibrium geometry (ωB97M-V/def2-TZVPD, the Open Molecules 2025 dataset).

Last column: natural (NBO) charge in e.
Geometry (Å):
C -1.68937 -0.69120 0.17537  -0.6169
C -0.70596 0.22695 -0.44954  -0.0878
C 0.32083 -0.54144 -1.29506  -0.4096
C 1.18489 -1.19578 -0.15398  -0.4148
C 0.93400 -0.31452 1.16149  -0.4175
C 0.32464 0.92413 0.50944  0.1758
O 1.27237 1.49972 -0.36707  -0.7563
C -0.98459 1.63722 -0.03353  -0.3611
H -1.79059 -0.46168 1.24893  0.2020
H -2.68943 -0.56196 -0.20210  0.2195
H -1.39588 -1.72501 0.13455  0.2083
H 0.89831 0.25015 -1.83981  0.2482
H -0.12798 -1.22689 -2.00634  0.2121
H 0.90702 -2.20993 -0.00369  0.2026
H 2.24066 -1.13383 -0.40285  0.2164
H 0.24734 -0.87388 1.84132  0.2214
H 1.88920 -0.06585 1.69707  0.2163
H 1.78604 2.17678 0.15063  0.4816
H -0.73763 2.46199 -0.73480  0.2399
H -1.88386 1.82504 0.56998  0.2198

Its orbital gap is 8.99 eV. The net charge is 0. Its max |F| is 0.058 hartree/bohr. As for the structure (SMILES): C[C@]12CCC[C@]1(O)C2. The value obtained for the electronic energy is -9497.565 eV.

What did the second record say?
# C3H9PS3

2 unconnected molecules or ions with the total composition C3H9PS3 in a non-equilibrium geometry (ωB97M-V/def2-TZVPD, the Open Molecules 2025 dataset).

Last column: natural (NBO) charge in e.
Geometry (Å):
C 0.61033 -0.44979 2.10527  -0.7124
C -0.60412 2.49512 -2.26993  -0.7492
C 1.29730 -1.01869 0.95991  -0.3395
P 1.43909 1.01517 -0.53139  0.6583
S 2.59684 1.09999 -2.00458  -0.4530
S 1.46582 2.55044 1.14030  -0.3201
S -0.71336 1.12323 -1.09410  -0.0714
H 1.17141 0.30288 2.62038  0.2298
H -0.27113 0.09919 1.65510  0.2397
H 0.01705 -1.05974 2.82574  0.2489
H -0.44625 2.29224 -3.27762  0.2212
H 0.31517 3.14887 -2.01353  0.2307
H -1.42889 3.18290 -2.21892  0.2320
H 0.80914 -1.40918 0.05959  0.2265
H 2.41095 -1.17890 1.04366  0.2145
H 2.43013 1.76348 1.79921  0.1440

Its orbital gap is 7.69 eV. The net charge is 0. Its max |F| is 0.078 hartree/bohr. The value obtained for the electronic energy is -45050.020 eV.

> Number 3 is which compound?

C40H53BrGe2MgN3O2

> Among the records above, which one has the highest electronic energy?

C7H12O

> max |F| of number 3 (C40H53BrGe2MgN3O2)?

0.013 hartree/bohr